[1]
A structure of composition C33H44BGeO2P2Ti at a distorted geometry. Source: the OMol25 dataset; level of theory: the ωB97M-V functional and the def2-TZVPD basis.

- DFT total energy (a.u.) = -5068.0858
- multiplicity = 4

Each line ends with the Löwdin spin population.
Atoms and positions in Å:
Ti -0.023 0.295 0.235  1.6888
C -1.488 -1.983 -2.940  0.0006
P -0.672 -1.209 -1.496  0.0918
C 1.086 -1.357 -1.985  0.0395
C -0.830 -2.498 -0.193  0.0232
C -0.439 -3.821 -0.488  0.0097
C -0.518 -4.836 0.463  0.0026
C -0.987 -4.548 1.735  0.0078
C -1.380 -3.247 2.054  0.0027
C -1.321 -2.202 1.110  0.0202
P -1.842 -0.499 1.584  0.1052
C -2.338 -0.580 3.342  0.0136
C -3.512 -0.434 0.816  0.0213
H -1.036 -2.935 -3.230  -0.0003
H -1.426 -1.314 -3.804  0.0005
H -2.549 -2.157 -2.732  0.0002
H 1.351 -2.363 -2.322  0.0054
H 1.740 -1.094 -1.149  0.0052
H 1.304 -0.667 -2.806  0.0025
H -0.055 -4.084 -1.471  0.0005
H -0.206 -5.846 0.211  0.0002
H -1.044 -5.332 2.486  0.0004
H -1.730 -3.077 3.067  0.0000
H -1.484 -0.816 3.983  0.0001
H -3.126 -1.319 3.522  0.0010
H -2.728 0.392 3.661  0.0002
H -4.124 -1.293 1.109  0.0009
H -3.452 -0.416 -0.276  0.0010
H -4.033 0.476 1.130  0.0010
C 1.832 -4.240 2.995  0.0012
C 2.056 -2.787 2.527  0.0035
C 2.553 -1.972 3.756  0.0009
O 0.838 -2.229 2.106  0.0296
B 1.298 -1.267 1.096  0.1421
O 2.705 -1.423 0.705  0.0281
C 3.011 -2.669 1.278  0.0040
C 4.509 -2.723 1.642  0.0006
C 2.751 -3.764 0.204  0.0006
H 1.135 -4.261 3.859  0.0000
H 2.792 -4.705 3.304  0.0003
H 1.369 -4.856 2.197  0.0002
H 1.793 -2.001 4.566  0.0000
H 2.728 -0.907 3.492  0.0007
H 3.495 -2.395 4.166  0.0000
H 4.792 -1.893 2.322  0.0000
H 5.130 -2.610 0.727  0.0000
H 4.761 -3.691 2.124  0.0002
H 1.687 -3.776 -0.113  0.0001
H 3.020 -4.772 0.584  0.0001
H 3.372 -3.570 -0.697  0.0001
C -3.389 1.433 -0.847  0.0682
Ge -1.572 2.128 -0.776  0.3853
C -1.560 3.684 0.351  0.0752
C -0.788 3.700 1.519  0.0041
C -0.779 4.835 2.336  -0.0003
C -1.541 5.954 1.988  -0.0014
C -2.313 5.940 0.822  0.0047
C -2.323 4.806 0.003  0.0154
C -0.917 2.626 -2.534  0.0663
C -1.785 2.472 -3.625  0.0287
C -1.380 2.817 -4.913  0.0006
C -0.101 3.323 -5.137  0.0227
C 0.789 3.488 -4.067  0.0017
C 2.076 3.998 -4.299  0.0040
C 2.969 4.164 -3.240  -0.0034
C 2.587 3.823 -1.943  0.0045
C 1.310 3.314 -1.694  0.0072
C 0.388 3.139 -2.748  0.0139
H -4.067 2.209 -1.259  0.0120
H -3.718 1.163 0.177  0.0010
H -3.417 0.532 -1.494  0.0002
H -0.195 2.836 1.794  -0.0005
H -0.181 4.846 3.239  0.0000
H -1.533 6.832 2.621  -0.0001
H -2.902 6.807 0.552  0.0007
H -2.922 4.801 -0.899  0.0014
H -2.784 2.083 -3.483  0.0022
H -2.062 2.692 -5.744  -0.0002
H 0.193 3.585 -6.146  0.0014
H 2.391 4.268 -5.301  0.0003
H 3.960 4.558 -3.426  -0.0003
H 3.285 3.953 -1.126  0.0004
H 1.063 3.062 -0.674  0.0085
H 0.453 1.404 1.517  0.0177


[2]
A structure of composition C33H44BrIrNO2P2 at a distorted geometry. Source: the OMol25 dataset; level of theory: the ωB97M-V functional and the def2-TZVPD basis.

- DFT total energy (a.u.) = -4849.7172
- charge = +2
- multiplicity = 2

Each line ends with the Löwdin spin population.
Atoms and positions in Å:
Ir -0.393 0.372 0.407  0.1383
C -2.958 -2.048 -1.466  0.0008
C -1.444 -2.214 -1.630  -0.0005
C -1.077 -3.567 -2.246  -0.0009
P -0.555 -1.852 -0.078  0.0005
C -1.120 -2.844 1.360  0.0029
C -1.450 -4.305 1.039  0.0005
C -2.310 -2.192 2.080  0.0019
C 1.198 -2.140 -0.326  0.0537
C 1.907 -3.312 -0.124  -0.0014
C 3.283 -3.348 -0.343  0.0656
C 4.067 -4.613 -0.163  0.0119
C 3.927 -2.161 -0.716  -0.0112
C 3.234 -0.989 -0.933  0.0536
C 1.842 -0.984 -0.782  0.0158
N 1.011 0.129 -0.993  0.3539
C 1.303 1.041 -1.997  0.0142
C 2.208 0.783 -3.046  0.0835
C 2.499 1.771 -3.960  -0.0130
C 1.904 3.035 -3.902  0.0983
C 2.243 4.104 -4.896  0.0181
C 0.930 3.250 -2.923  -0.0007
C 0.611 2.266 -2.010  0.0711
P -0.745 2.377 -0.845  0.0050
C -0.653 3.995 0.009  0.0009
C 0.725 4.171 0.652  0.0000
C -1.777 4.144 1.039  0.0001
C -2.322 2.370 -1.827  0.0035
C -2.170 1.545 -3.104  0.0003
C -3.468 1.826 -0.966  0.0023
H -3.433 -2.076 -2.447  0.0002
H -3.227 -1.105 -0.992  0.0002
H -3.382 -2.859 -0.874  0.0000
H -1.070 -1.426 -2.294  -0.0006
H -1.476 -4.400 -1.672  0.0000
H 0.000 -3.697 -2.354  0.0000
H -1.516 -3.615 -3.243  -0.0002
H -0.243 -2.803 2.012  0.0000
H -2.347 -4.385 0.427  0.0000
H -1.652 -4.818 1.980  0.0002
H -0.645 -4.842 0.541  0.0001
H -3.236 -2.356 1.526  0.0000
H -2.201 -1.118 2.229  0.0016
H -2.426 -2.651 3.062  0.0000
H 1.406 -4.209 0.214  -0.0011
H 3.419 -5.463 0.040  -0.0001
H 4.772 -4.515 0.665  0.0043
H 4.652 -4.830 -1.058  0.0034
H 5.004 -2.161 -0.824  -0.0014
H 3.767 -0.078 -1.163  0.0015
H 2.653 -0.194 -3.162  0.0032
H 3.205 1.559 -4.753  -0.0023
H 3.156 3.871 -5.439  0.0004
H 2.365 5.069 -4.403  0.0039
H 1.436 4.213 -5.624  0.0074
H 0.403 4.198 -2.908  -0.0018
H -0.795 4.733 -0.786  -0.0001
H 0.889 3.417 1.428  -0.0003
H 0.783 5.151 1.126  0.0000
H 1.538 4.100 -0.072  0.0003
H -1.785 3.314 1.746  0.0000
H -2.757 4.219 0.572  0.0000
H -1.615 5.064 1.602  0.0001
H -2.534 3.413 -2.080  0.0001
H -1.835 0.529 -2.873  -0.0001
H -1.462 1.981 -3.807  0.0000
H -3.136 1.471 -3.602  0.0000
H -3.206 0.852 -0.550  0.0015
H -4.361 1.701 -1.579  0.0005
H -3.722 2.477 -0.132  0.0000
Br 0.755 -0.169 8.837  0.0004
C 0.525 -0.021 6.985  0.0009
C 0.102 1.189 6.444  -0.0002
C -0.068 1.297 5.079  0.0007
C 0.208 0.202 4.258  0.0000
C 0.639 -1.006 4.809  0.0005
C 0.785 -1.123 6.176  0.0000
C 0.001 0.296 2.829  0.0013
O -0.896 1.054 2.290  0.0121
O 0.668 -0.414 1.976  -0.0052
H -0.097 2.030 7.093  0.0000
H -0.410 2.228 4.645  0.0000
H 0.855 -1.849 4.165  0.0000
H 1.099 -2.056 6.621  0.0000


[3]
A structure of composition C33H44ClN6O2SSi3Ti at a distorted geometry. Source: the OMol25 dataset; level of theory: the ωB97M-V functional and the def2-TZVPD basis.

- energy relative to the best compared isomer or geometry (same formula, charge and spin) (kcal per mole) = 32.51
- multiplicity = 2

Each line ends with the Löwdin spin population.
Atoms and positions in Å:
Ti -0.530 0.206 0.246  0.8866
N 3.423 -1.533 -2.518  -0.0018
C 2.424 -0.850 -1.889  -0.0022
S 2.031 0.677 -2.473  -0.0001
N 1.930 -1.608 -0.893  -0.0076
N 0.887 -1.304 -0.125  0.0023
C 0.678 -2.288 0.707  0.0298
C -0.507 -2.351 1.513  0.0097
C -0.807 -3.476 2.279  0.0047
C -2.033 -3.568 2.897  0.0034
C -2.932 -2.518 2.768  0.0050
C -2.531 -1.405 2.072  0.0067
N -1.349 -1.303 1.450  0.0175
H 4.007 -1.000 -3.134  0.0000
H 3.810 -2.340 -2.056  0.0000
H 1.378 -3.111 0.685  0.0018
H -0.071 -4.268 2.350  0.0002
H -2.295 -4.444 3.480  0.0001
H -3.908 -2.548 3.233  0.0002
H -3.170 -0.537 2.004  0.0013
Cl -0.821 2.137 -6.794  -0.0006
C -0.846 1.936 -5.067  -0.0010
C -0.709 3.050 -4.239  0.0043
C -0.710 2.903 -2.870  -0.0015
C -0.821 1.637 -2.296  0.0078
O -0.758 1.467 -0.990  0.0021
C -1.052 0.538 -3.132  0.0007
C -1.491 -0.702 -2.560  0.0146
N -1.631 -0.924 -1.299  -0.0049
C -2.598 -1.945 -1.028  -0.0002
C -2.357 -3.274 -1.200  -0.0004
C -3.386 -4.225 -0.991  0.0001
C -4.643 -3.833 -0.649  -0.0003
C -4.938 -2.457 -0.487  0.0001
C -6.225 -1.972 -0.159  0.0000
C -6.426 -0.632 -0.028  0.0002
C -5.329 0.241 -0.205  0.0001
N -4.121 -0.165 -0.503  0.0039
C -3.914 -1.500 -0.663  0.0006
C -1.036 0.693 -4.521  0.0030
H -0.607 4.033 -4.681  0.0003
H -0.584 3.757 -2.218  -0.0001
H -1.879 -1.447 -3.255  0.0004
H -1.365 -3.597 -1.496  0.0001
H -3.167 -5.276 -1.132  0.0000
H -5.430 -4.566 -0.502  0.0000
H -7.038 -2.677 -0.016  0.0000
H -7.401 -0.229 0.216  0.0000
H -5.460 1.313 -0.088  0.0000
H -1.192 -0.169 -5.161  0.0001
C 3.319 1.032 0.944  0.0010
O 1.902 0.979 1.125  0.0100
Si 1.191 1.249 2.614  0.0005
C 2.132 2.627 3.477  -0.0001
C 1.524 -0.263 3.671  0.0003
C -0.544 1.567 2.042  -0.0035
Si -0.639 3.285 1.207  0.0005
C -0.606 4.782 2.376  -0.0005
C 0.858 3.723 0.152  0.0003
C -2.319 3.526 0.368  0.0009
Si -1.639 1.524 3.559  0.0014
C -3.463 1.906 3.245  0.0000
C -1.179 2.758 4.916  0.0001
C -1.568 -0.091 4.569  0.0004
H 3.765 1.802 1.581  0.0003
H 3.530 1.272 -0.091  0.0000
H 3.776 0.067 1.185  0.0000
H 3.064 2.251 3.910  -0.0001
H 1.534 3.050 4.291  0.0000
H 2.376 3.442 2.789  0.0000
H 2.602 -0.457 3.692  0.0000
H 1.029 -1.161 3.296  0.0003
H 1.195 -0.106 4.706  0.0000
H 0.222 4.734 3.093  0.0000
H -1.538 4.911 2.938  0.0000
H -0.463 5.680 1.763  -0.0001
H 1.700 3.950 0.815  0.0000
H 0.655 4.632 -0.427  0.0001
H 1.179 2.934 -0.529  0.0000
H -3.065 3.788 1.123  0.0000
H -2.665 2.638 -0.160  0.0007
H -2.281 4.362 -0.343  0.0001
H -3.999 1.833 4.199  0.0000
H -3.958 1.242 2.528  0.0001
H -3.587 2.929 2.878  0.0000
H -1.085 3.787 4.567  0.0000
H -0.232 2.477 5.394  0.0000
H -1.956 2.735 5.690  0.0001
H -1.031 -0.908 4.083  0.0001
H -2.577 -0.446 4.805  0.0001
H -1.060 0.112 5.518  0.0000


[4]
A structure of composition C33H44CrN2O2SSb2. Source: the OMol25 dataset; level of theory: the ωB97M-V functional and the def2-TZVPD basis.

- DFT total energy (a.u.) = -3466.0709
- charge = +3
- multiplicity = 2

Each line ends with the Löwdin spin population.
Atoms and positions in Å:
Cr 0.091 -0.225 0.055  1.0711
C 3.931 -0.628 -1.684  -0.0086
Sb 2.765 0.010 -0.035  -0.0193
C 3.324 2.044 0.083  -0.0013
C 3.829 -0.816 1.641  -0.0049
C 3.900 0.183 2.764  -0.0008
C 5.004 1.032 2.832  -0.0002
C 5.110 2.005 3.813  -0.0009
C 4.101 2.140 4.754  -0.0002
C 3.011 1.286 4.712  -0.0008
C 2.894 0.302 3.730  -0.0005
C 1.719 -0.636 3.804  -0.0168
Sb 0.009 -0.045 2.675  -0.0445
C -0.449 1.885 3.396  -0.0090
C -1.501 -1.257 3.521  -0.0044
H 4.937 -0.236 -1.537  -0.0009
H 3.522 -0.242 -2.615  0.0000
H 3.963 -1.715 -1.728  -0.0001
H 4.408 2.098 0.165  -0.0003
H 2.880 2.506 0.963  0.0000
H 3.005 2.562 -0.821  0.0000
H 4.816 -1.030 1.229  -0.0005
H 3.363 -1.761 1.915  -0.0001
H 5.808 0.914 2.112  0.0000
H 5.985 2.640 3.854  0.0000
H 4.176 2.885 5.534  0.0000
H 2.249 1.361 5.481  0.0000
H 1.311 -0.665 4.816  -0.0022
H 1.939 -1.662 3.508  0.0001
H -0.720 1.807 4.448  -0.0016
H -1.289 2.292 2.836  0.0001
H 0.419 2.534 3.291  0.0001
H -1.505 -1.062 4.593  -0.0011
H -1.275 -2.306 3.343  0.0001
H -2.484 -1.015 3.120  0.0001
N -1.998 -0.383 -0.133  -0.0066
C -2.297 -0.648 -1.548  -0.0003
C -1.238 -0.853 -2.422  0.0023
C -1.479 -1.105 -3.766  0.0004
C -2.787 -1.148 -4.226  0.0002
C -3.843 -0.931 -3.349  -0.0001
C -3.602 -0.678 -2.004  -0.0004
H -2.495 0.456 0.157  0.0008
H -2.346 -1.136 0.457  0.0010
H -0.196 -0.836 -2.088  0.0001
H -0.654 -1.271 -4.446  0.0000
H -2.983 -1.347 -5.271  0.0000
H -4.862 -0.959 -3.713  0.0000
H -4.429 -0.510 -1.322  0.0000
C -0.217 4.526 -2.544  0.0008
N -0.176 3.645 -1.359  0.0101
C -0.084 4.274 -0.031  0.0008
C -0.188 2.361 -1.490  0.0029
O -0.147 1.568 -0.481  0.0165
H -1.053 5.213 -2.439  0.0003
H -0.349 3.927 -3.441  0.0000
H 0.713 5.085 -2.607  0.0004
H -0.234 5.342 -0.151  0.0000
H 0.899 4.091 0.400  0.0004
H -0.853 3.868 0.621  0.0001
H -0.253 1.959 -2.500  0.0000
O 0.092 -2.075 0.352  0.0123
S 0.997 -3.185 -0.346  0.0062
C -0.174 -4.202 -1.172  -0.0007
C 0.325 -4.939 -2.238  0.0001
C -0.539 -5.800 -2.899  -0.0001
C -1.865 -5.894 -2.499  0.0000
C -2.346 -5.135 -1.436  0.0000
C -1.498 -4.280 -0.753  0.0001
C 1.590 -4.120 1.005  -0.0007
C 2.946 -4.421 0.987  0.0002
C 3.463 -5.195 2.020  0.0000
C 2.630 -5.631 3.039  0.0000
C 1.271 -5.312 3.040  0.0001
C 0.733 -4.558 2.015  0.0000
H 1.360 -4.850 -2.551  0.0001
H -0.176 -6.390 -3.730  0.0000
H -2.533 -6.567 -3.021  0.0000
H -3.382 -5.217 -1.136  0.0000
H -1.858 -3.691 0.079  0.0001
H 3.587 -4.074 0.185  0.0001
H 4.513 -5.456 2.025  0.0000
H 3.037 -6.235 3.839  0.0000
H 0.633 -5.674 3.836  0.0000
H -0.326 -4.336 1.987  0.0001


[5]
A structure of composition C33H44Ge2N2O6OsSi2 at a distorted geometry. Source: the OMol25 dataset; level of theory: the ωB97M-V functional and the def2-TZVPD basis.

- energy relative to the best compared isomer or geometry (same formula, charge and spin) (kcal per mole) = 2.78
- charge = +1
- multiplicity = 6

Each line ends with the Löwdin spin population.
Atoms and positions in Å:
Os 0.213 -0.026 -0.522  3.0650
O -1.517 2.341 5.123  0.2890
C -1.197 1.881 4.089  0.1367
C 0.188 1.184 3.740  0.0991
O 1.074 1.029 4.521  0.1851
C 0.071 0.833 2.321  0.0169
C -1.161 1.236 1.771  0.0134
O -1.410 1.024 0.539  0.0992
C -2.056 1.826 2.755  0.1007
O -3.191 2.187 2.681  0.2024
O 0.939 0.250 1.611  0.0945
N -2.898 -6.042 2.370  0.0003
C -1.892 -5.939 1.479  0.0004
O -1.321 -6.895 1.006  0.0007
C -1.471 -4.541 1.062  0.0037
C -0.386 -4.454 0.204  0.0023
C 0.048 -3.215 -0.214  0.0208
N -0.541 -2.079 0.171  0.1121
C -1.596 -2.156 0.992  0.0131
C -2.088 -3.360 1.460  0.0026
H -3.173 -6.967 2.658  0.0000
H -3.346 -5.254 2.796  0.0001
H 0.108 -5.357 -0.124  0.0003
H 0.898 -3.121 -0.870  0.0042
H -2.059 -1.221 1.267  0.0008
H -2.945 -3.336 2.114  0.0004
C 1.493 -2.847 -3.727  0.0022
Ge 2.699 -1.303 -3.548  0.0340
C 2.174 -0.013 -4.929  0.0074
C 4.549 -1.814 -3.967  0.0157
Ge 2.613 -0.492 -1.219  0.0784
C 3.149 -1.975 -0.024  0.0157
C 3.586 -3.174 -0.588  0.0044
C 3.989 -4.240 0.200  0.0011
C 3.959 -4.128 1.580  0.0025
C 3.537 -2.942 2.158  0.0002
C 3.137 -1.878 1.367  0.0028
C 3.807 1.018 -0.902  0.0056
C 4.605 1.523 -1.924  0.0004
C 5.494 2.561 -1.687  0.0001
C 5.591 3.110 -0.420  0.0002
C 4.803 2.618 0.610  0.0004
C 3.919 1.578 0.370  0.0006
H 1.469 -3.143 -4.774  0.0002
H 0.473 -2.593 -3.436  0.0008
H 1.816 -3.708 -3.146  0.0001
H 2.111 -0.573 -5.861  0.0014
H 2.923 0.767 -5.054  0.0000
H 1.210 0.463 -4.770  0.0013
H 4.566 -2.165 -4.998  0.0025
H 4.937 -2.605 -3.332  0.0001
H 5.220 -0.963 -3.892  0.0000
H 3.615 -3.298 -1.662  0.0006
H 4.328 -5.155 -0.264  0.0001
H 4.272 -4.955 2.199  0.0002
H 3.523 -2.840 3.234  0.0000
H 2.821 -0.971 1.851  0.0000
H 4.539 1.114 -2.925  0.0003
H 6.108 2.937 -2.491  0.0000
H 6.284 3.919 -0.232  0.0000
H 4.882 3.040 1.601  0.0001
H 3.319 1.205 1.189  -0.0003
C -2.727 -1.049 -2.103  0.0096
Si -2.052 0.564 -2.798  0.0427
C -3.326 1.882 -2.431  0.0068
C -1.836 0.335 -4.651  0.0081
C -0.267 0.992 -2.179  0.1552
Si 0.307 2.827 -1.985  0.0439
C 1.797 3.030 -3.107  0.0052
C 0.758 3.270 -0.203  0.0234
C -0.963 4.096 -2.518  0.0076
H -3.605 -1.304 -2.696  0.0011
H -3.047 -0.951 -1.069  0.0001
H -2.037 -1.887 -2.189  0.0012
H -4.301 1.457 -2.676  0.0013
H -3.201 2.783 -3.025  0.0000
H -3.351 2.160 -1.378  0.0003
H -2.785 0.092 -5.125  0.0013
H -1.142 -0.476 -4.872  0.0002
H -1.454 1.237 -5.127  0.0000
H 0.335 0.619 -3.022  0.0378
H 2.474 2.176 -3.075  0.0001
H 2.373 3.910 -2.832  0.0009
H 1.467 3.157 -4.138  -0.0001
H 1.089 2.464 0.452  0.0059
H -0.082 3.770 0.279  0.0012
H 1.593 3.969 -0.233  0.0020
H -1.241 4.004 -3.566  0.0000
H -0.473 5.065 -2.400  0.0013
H -1.867 4.113 -1.916  0.0000